Model P:
DFT (ωB97M-V with the def2-TZVPD basis set) results for C4H7NO as an isolated structure.

```
! wB97M-V def2-TZVPD RIJCOSX def2/J DEFGRID3
* xyz 0 1
C 0.107 0.793 -0.673
C 0.297 -1.014 0.638
H -1.882 -0.135 -0.773
H 0.887 -1.768 0.085
H 0.464 1.400 -1.499
H 1.948 0.580 0.710
H -1.014 -1.028 0.509
C -0.815 -0.396 -0.818
O -0.462 -1.411 1.635
H -0.612 -1.070 -1.651
N -0.134 1.383 0.649
C 0.905 0.370 0.493
H 0.311 2.297 0.695
*
```

Summary:
Kohn-Sham gap, Eh: 0.366

=====

Model Q:
DFT (ωB97M-V with the def2-TZVPD basis set) results for C4H7NO as an isolated structure.

```
! wB97M-V def2-TZVPD RIJCOSX def2/J DEFGRID3
* xyz 0 1
H 1.734 1.555 0.005
C 0.210 0.293 1.016
H -0.304 -1.330 -1.774
H 0.025 2.056 -0.192
C -0.616 -0.708 0.354
H -1.552 -1.002 0.815
H -1.395 0.046 -1.453
H -0.204 0.783 1.901
H 0.246 -1.766 0.629
C -0.465 -0.456 -1.136
C 0.711 1.194 -0.109
N 0.807 -0.990 1.191
O 0.652 0.390 -1.271
*
```

Summary:
Kohn-Sham gap, Eh: 0.349

=====

Model R:
DFT (ωB97M-V with the def2-TZVPD basis set) results for one molecule with the formula C4H7NO.

```
! wB97M-V def2-TZVPD RIJCOSX def2/J DEFGRID3
* xyz 0 1
H 1.905 -0.794 -0.180
H 0.186 1.026 1.454
O 0.456 0.201 0.971
H 1.705 0.884 -0.732
H -1.843 -1.295 -1.029
C -1.309 -1.178 -0.081
C 1.745 0.236 0.156
H 2.477 0.565 0.878
C -0.420 -0.022 -0.276
N -1.099 2.306 -1.093
H -2.038 -1.044 0.727
C -0.847 1.233 -0.697
H -0.748 -2.104 0.095
*
```

Summary:
Kohn-Sham gap, Eh: 0.274

=====

Winner for stability: model Q

=====

Model P:
DFT (ωB97M-V with the def2-TZVPD basis set) results for one molecule with the formula C4H7NO.

```
! wB97M-V def2-TZVPD RIJCOSX def2/J DEFGRID3
* xyz 0 1
H -0.122 -1.135 -1.846
H -0.042 0.922 1.444
O -2.063 -0.646 0.760
H -0.306 2.005 0.040
H 2.562 -0.789 -0.545
N 0.791 0.126 -0.318
H -1.547 -1.412 1.048
C -0.211 0.961 0.367
C -0.166 -0.760 -0.833
C -1.281 0.010 -0.212
H 2.303 0.249 1.014
H -1.953 0.488 -0.919
C 2.036 -0.020 -0.001
*
```

Summary:
Kohn-Sham gap (spin up / spin down), Eh: 0.274 / 0.284

=====

Model Q:
DFT (ωB97M-V with the def2-TZVPD basis set) results for one molecule with the formula C4H7NO.

```
! wB97M-V def2-TZVPD RIJCOSX def2/J DEFGRID3
* xyz 0 1
O 0.270 1.159 -1.881
C 1.188 -0.455 0.074
C 0.193 0.056 -1.022
H 0.141 -0.813 -1.683
H -0.121 0.668 1.957
H -0.075 1.935 -1.426
H -1.517 -0.516 1.931
H 1.623 0.340 0.697
C -0.666 -0.088 1.401
H 1.974 -1.141 -0.252
N 0.029 -1.141 0.716
C -0.932 -0.053 -0.047
H -1.971 -0.001 -0.391
*
```

Summary:
Kohn-Sham gap, Eh: 0.378
SMILES: O[C@H]1CN2C[C@@H]12

=====

Winner for stability: model Q

=====

Model P:
DFT (ωB97M-V with the def2-TZVPD basis set) results for one molecule with the formula C4H7NO.

```
! wB97M-V def2-TZVPD RIJCOSX def2/J DEFGRID3
* xyz 0 1
H 0.800 -1.883 -0.695
C 0.225 0.065 -0.569
H -0.701 1.727 1.371
N 0.558 -1.134 -1.348
H -0.451 0.725 -1.120
O 0.091 -1.358 1.325
C -1.112 0.718 1.493
H 1.196 0.612 -0.364
C 1.669 -0.594 -1.921
H -2.102 0.716 1.020
C -0.243 -0.309 0.818
H -1.217 0.475 2.550
H 1.287 0.241 -2.560
*
```

Summary:
Kohn-Sham gap, Eh: 0.324

=====

Model Q:
DFT (ωB97M-V with the def2-TZVPD basis set) results for one molecule with the formula C4H7NO.

```
! wB97M-V def2-TZVPD RIJCOSX def2/J DEFGRID3
* xyz 0 1
H -2.282 -0.177 0.451
H -1.708 -1.729 -0.246
C -0.251 1.240 -0.398
O 2.189 0.649 0.673
H -1.172 -1.228 1.364
C -0.180 -0.214 -0.127
N 0.850 -0.957 -0.302
H 2.923 -1.008 -0.216
H -0.729 1.823 0.397
C 2.064 -0.368 0.017
H -0.939 1.122 -1.254
H 0.673 1.711 -0.724
C -1.436 -0.865 0.364
*
```

Summary:
Kohn-Sham gap, Eh: 0.368
SMILES: CC(C)=NC=O

=====

Winner for stability: model Q

=====

Model P:
DFT (ωB97M-V with the def2-TZVPD basis set) results for one molecule with the formula C4H7NO.

```
! wB97M-V def2-TZVPD RIJCOSX def2/J DEFGRID3
* xyz 0 1
H -0.087 -2.631 -0.854
C 0.056 0.927 1.362
H -1.203 -1.007 1.303
C 0.048 -1.652 -1.382
C 0.022 -0.541 -0.439
O 0.057 1.557 0.132
H -0.647 -1.522 -2.183
H -0.758 1.335 1.960
C -0.208 -0.575 1.038
N 0.025 0.622 -0.915
H 0.479 -1.113 1.634
H 1.009 -1.737 -1.880
H 1.070 0.912 1.885
*
```

Summary:
Kohn-Sham gap, Eh: 0.369
SMILES: CC1=NOCC1

=====

Model Q:
DFT (ωB97M-V with the def2-TZVPD basis set) results for C4H7NO as an isolated structure.

```
! wB97M-V def2-TZVPD RIJCOSX def2/J DEFGRID3
* xyz 0 1
H -2.285 0.427 1.030
C -1.807 0.442 0.047
H 3.334 0.275 0.254
C -1.142 -0.882 -0.389
H -1.217 -1.691 0.346
H 1.756 -1.167 -0.111
N 1.362 -0.233 -0.095
H 2.036 1.553 0.724
H -1.439 -1.256 -1.373
O -0.531 1.122 0.108
H -2.469 0.906 -0.689
C 2.310 0.545 0.473
C 0.093 -0.041 -0.325
*
```

Summary:
Kohn-Sham gap, Eh: 0.259

=====

Winner for stability: model P

=====

Model P:
DFT (ωB97M-V with the def2-TZVPD basis set) results for one molecule with the formula C4H7NO.

```
! wB97M-V def2-TZVPD RIJCOSX def2/J DEFGRID3
* xyz 0 1
C -0.843 0.853 -0.462
O 1.601 -1.382 -0.284
C 0.055 1.084 -1.416
H -0.829 -1.317 -0.539
C -0.998 -0.506 0.173
N 0.038 -0.602 1.207
H 0.582 0.259 -1.888
H 0.026 0.192 1.836
C 1.308 -0.927 0.802
H 0.333 2.092 -1.707
H -1.976 -0.658 0.646
H 2.059 -0.763 1.597
H -1.354 1.678 0.037
*
```

Summary:
Kohn-Sham gap, Eh: 0.394
SMILES: C=CCNC=O

=====

Model Q:
DFT (ωB97M-V with the def2-TZVPD basis set) results for C4H7NO as an isolated structure.

```
! wB97M-V def2-TZVPD RIJCOSX def2/J DEFGRID3
* xyz 0 1
H 0.692 -0.332 -1.893
H 1.939 -0.511 1.153
H -0.481 -2.013 1.341
N -0.576 1.207 -0.964
H -2.010 0.093 0.276
C -1.028 0.583 0.304
H 1.552 0.901 -0.928
H -0.996 1.278 1.149
C 0.317 -1.794 0.608
H -1.212 1.019 -1.724
O 1.023 -0.386 1.442
C 0.619 0.331 -1.021
C 0.161 -0.376 0.257
*
```

Summary:
Kohn-Sham gap, Eh: 0.341

=====

Winner for stability: model P

=====

Model P:
DFT (ωB97M-V with the def2-TZVPD basis set) results for one molecule with the formula C5H10O.

```
! wB97M-V def2-TZVPD RIJCOSX def2/J DEFGRID3
* xyz 0 1
H -0.327 -2.588 -0.353
H 1.355 1.303 -1.076
H -0.138 -0.481 -1.771
H -1.242 -1.170 0.202
H -1.400 1.840 -1.038
H 0.090 1.368 1.608
H -1.930 2.327 0.669
H 1.400 -1.214 -1.314
C -0.073 1.331 0.531
C -0.229 -1.573 0.061
O 0.473 -1.599 1.293
C -1.187 1.858 0.030
C 0.525 -0.683 -0.919
H 1.851 0.420 0.364
C 0.996 0.637 -0.282
H -0.164 -1.776 1.993
*
```

Summary:
Kohn-Sham gap, Eh: 0.387
SMILES: C=CCCCO

=====

Model Q:
DFT (ωB97M-V with the def2-TZVPD basis set) results for a 2-piece molecular cluster, C5H10O overall.

```
! wB97M-V def2-TZVPD RIJCOSX def2/J DEFGRID3
* xyz 0 1
H -1.272 -0.560 -1.852
O 2.020 -0.753 -1.785
H 1.225 -1.027 -1.304
H -1.042 -2.210 0.123
H 1.234 0.869 0.748
H 0.447 -1.004 1.959
H -1.457 1.722 -0.377
C -0.919 -0.301 -0.858
C -0.550 1.108 -0.462
H -0.048 1.726 1.602
C -0.797 -1.153 0.161
C 0.148 0.910 0.901
H 0.099 1.597 -1.197
H 2.432 -0.106 -1.199
C -0.338 -0.459 1.422
H -1.181 -0.359 2.119
*
```

Summary:
Kohn-Sham gap, Eh: 0.384
SMILES: C1=CCCC1.O

=====

Model R:
DFT (ωB97M-V with the def2-TZVPD basis set) results for a 2-piece molecular cluster, C5H10O overall.

```
! wB97M-V def2-TZVPD RIJCOSX def2/J DEFGRID3
* xyz 0 1
H 2.268 0.764 0.876
H 0.707 0.549 1.540
O -2.047 -1.295 0.377
H 0.763 -0.114 -1.463
H -3.242 1.271 -0.306
H -1.912 1.712 0.598
H 1.073 -2.357 -0.911
H -1.686 1.786 -1.059
C -2.077 1.073 -0.233
C 1.190 0.748 0.496
H 2.420 -1.487 -0.190
C 1.394 -1.653 -0.202
H 0.886 -2.084 0.775
C 0.806 -0.315 -0.465
C -1.571 -0.290 -0.068
H 1.028 1.694 0.235
*
```

Summary:
Kohn-Sham gap (spin up / spin down), Eh: 0.300 / 0.300

=====

Winner for stability: model Q

=====

Model P:
DFT (ωB97M-V with the def2-TZVPD basis set) results for one molecule with the formula C5H10O.

```
! wB97M-V def2-TZVPD RIJCOSX def2/J DEFGRID3
* xyz 0 1
H 1.142 1.084 -1.295
H -0.745 -2.629 -0.506
H -2.393 -2.728 -1.104
H -0.535 1.045 1.235
C 0.928 0.657 -0.312
H 2.949 0.972 0.414
H 1.773 2.200 0.942
O -1.447 0.000 -0.108
H -2.048 -1.960 0.517
C -1.720 -2.114 -0.519
H -0.838 1.976 -0.242
H 1.044 -0.428 -0.440
C -1.299 -0.814 -1.131
C -0.487 1.017 0.142
H 1.758 0.586 1.671
C 1.918 1.136 0.736
*
```

Summary:
Kohn-Sham gap, Eh: 0.342

=====

Model Q:
DFT (ωB97M-V with the def2-TZVPD basis set) results for one molecule with the formula C5H10O.

```
! wB97M-V def2-TZVPD RIJCOSX def2/J DEFGRID3
* xyz 0 1
C -0.140 -0.466 -0.088
H -2.309 1.808 0.629
H -1.191 0.789 -1.363
C -2.271 0.714 0.559
H 2.422 -0.555 0.812
H 1.321 -1.570 -1.219
H -3.236 0.344 0.204
O -0.033 -1.196 1.065
H -0.885 -1.174 1.520
C 1.106 -0.539 -0.913
C -1.169 0.332 -0.378
H 3.207 0.010 -0.680
C 2.278 0.027 -0.103
H 0.949 0.057 -1.818
H 2.070 1.063 0.189
H -2.119 0.355 1.586
*
```

Summary:
Kohn-Sham gap, Eh: 0.343
SMILES: C/C=C(\O)CC

=====

Winner for stability: model Q